# 1
53
Properties=species:S:1:pos:R:3:forces:R:3 method="wB97M-V/def2-TZVPD" gap_ev="7.1 / 7.3" homo_energy_ev="-10.779 / -10.796" charge=+1 lumo_energy_ev="-3.674 / -3.513" multiplicity=6
Sm -0.72485 -0.23958 -0.09654 0.5 0.1 0.0
C 2.65773 0.29159 0.03828 0.0 0.0 0.0
N 1.43267 1.10262 0.06370 -0.2 -0.1 -0.1
C 1.38244 1.88911 1.32093 0.1 0.0 -0.1
C 0.00418 2.45559 1.61880 0.0 0.1 0.0
N -0.98345 1.39741 1.44308 -0.4 -0.1 0.1
C -2.23320 1.51105 2.04475 0.3 0.1 -0.2
C -3.08638 0.40864 2.00171 -0.1 -0.1 0.0
F -2.60464 -0.72287 1.34581 -0.2 0.0 0.2
C -4.34642 0.32419 2.54627 0.0 0.2 0.0
F -5.05392 -0.79392 2.44149 0.0 0.0 0.0
C -4.84957 1.43554 3.20161 0.0 -0.1 0.0
F -6.06116 1.41238 3.74285 0.0 0.0 0.0
C -4.06276 2.57390 3.26662 0.0 0.0 0.0
F -4.53148 3.65473 3.87351 0.0 0.0 0.0
C -2.79676 2.61262 2.69946 0.0 0.1 0.0
F -2.12690 3.77082 2.78770 0.0 0.0 0.0
C 1.38905 1.99213 -1.12666 0.1 0.1 0.1
C 0.96641 1.23974 -2.37579 0.0 0.0 -0.2
N -0.34740 0.62781 -2.16416 -0.3 0.2 0.0
C -1.44232 0.94406 -2.95553 0.3 0.0 0.2
C -1.55886 1.80777 -4.05509 0.0 0.0 -0.1
F -0.49415 2.46675 -4.53946 0.0 0.0 0.0
C -2.76217 2.02188 -4.71473 0.0 0.0 0.0
F -2.78743 2.85078 -5.74879 0.0 0.0 0.0
C -3.93138 1.39489 -4.31986 0.0 0.0 0.0
F -5.07518 1.61314 -4.95822 0.0 0.0 0.0
C -3.87592 0.53480 -3.23703 0.1 0.1 -0.1
F -4.95850 -0.09624 -2.79919 0.0 0.0 0.0
C -2.66209 0.35198 -2.61873 -0.1 -0.1 0.0
F -2.64664 -0.50949 -1.51871 -0.1 0.0 -0.1
H 3.55139 0.92476 0.04905 0.0 0.0 0.0
H 2.69131 -0.35166 0.91811 0.0 0.0 0.0
H 2.69540 -0.33061 -0.85573 0.0 0.0 0.0
H 1.67395 1.21640 2.13049 0.0 0.0 0.0
H 2.12530 2.69534 1.27973 0.0 0.0 0.0
H 0.03625 2.83371 2.64260 0.0 0.0 0.0
H -0.20620 3.32509 0.98647 0.0 0.0 0.0
H 0.66284 2.78132 -0.92777 0.0 0.0 0.0
H 2.36921 2.46676 -1.26137 0.0 0.0 0.0
H 0.99177 1.92974 -3.21298 0.0 0.0 0.0
H 1.70528 0.46759 -2.61539 0.0 0.0 0.0
Cl 2.63605 -4.94142 1.98498 0.0 0.0 0.0
C 1.27026 -4.42587 1.07994 0.1 0.0 0.1
C 0.41888 -5.34178 0.48234 0.0 0.0 0.0
C -0.66797 -4.86792 -0.23371 0.0 0.1 0.0
C -0.85812 -3.50171 -0.32786 0.0 -0.1 0.0
N -0.03244 -2.61882 0.24958 0.1 -0.1 0.1
C 1.01364 -3.07246 0.94731 -0.1 -0.1 0.0
H 0.60720 -6.40220 0.58063 0.0 0.0 0.0
H -1.35938 -5.54510 -0.71340 0.0 0.0 0.0
H -1.69841 -3.10311 -0.88796 0.0 0.0 0.0
H 1.66663 -2.34854 1.41694 0.0 0.0 0.0

=====

# 2
47
Properties=species:S:1:pos:R:3:forces:R:3 method="wB97M-V/def2-TZVPD" gap_ev="6.0 / 4.5" homo_energy_ev="-10.058 / -10.057" charge=+1 lumo_energy_ev="-4.058 / -5.586" multiplicity=2
Ir -0.13332 -0.68637 -0.89398 -0.3 -0.7 1.7
Cl -6.21515 1.93608 -3.83830 -0.5 0.2 -0.2
C -4.69476 1.26519 -3.43516 0.5 0.0 1.3
C -3.88719 0.71820 -4.44525 0.4 -0.1 0.4
C -2.66746 0.19013 -4.11694 -0.2 0.0 0.0
C -2.21501 0.14374 -2.77301 -0.7 0.5 0.8
O -1.09394 -0.41615 -2.54143 0.2 -0.5 -2.2
C -3.04490 0.72137 -1.72828 1.1 -0.6 -0.6
C -2.68296 0.75608 -0.35906 0.6 -0.3 0.1
N -1.57098 0.28938 0.18845 -0.9 0.2 -2.3
C -1.28972 0.35613 1.52456 -0.2 0.5 2.0
C -2.09058 0.94799 2.51907 0.7 -0.6 -1.6
C -1.68657 0.93699 3.83940 0.9 -0.3 0.9
C -0.48851 0.36245 4.22261 -0.6 0.3 0.0
C 0.34275 -0.25263 3.27030 0.0 0.0 -0.4
C 1.55988 -0.89314 3.59395 0.1 -0.2 -0.6
C 2.28012 -1.51021 2.59268 -0.2 0.2 1.0
C 1.81821 -1.48250 1.28595 -1.3 0.5 -0.7
N 0.68054 -0.85736 0.93642 1.6 -0.9 0.7
C -0.06194 -0.26046 1.90886 -0.4 0.4 0.6
C -4.27168 1.27692 -2.11467 -0.9 0.2 -1.1
H -4.22949 0.71274 -5.46672 -0.1 0.1 -0.1
H -2.02032 -0.22780 -4.87508 0.0 0.0 0.0
H -3.40753 1.22096 0.29965 -0.1 0.0 0.1
H -3.02484 1.41832 2.26369 -0.1 0.0 0.0
H -2.32431 1.38654 4.58352 0.0 0.1 0.1
H -0.18660 0.37526 5.25780 0.0 0.0 0.1
H 1.89157 -0.91703 4.62074 0.1 0.0 0.1
H 3.19500 -2.03684 2.81012 0.1 0.0 0.0
H 2.36387 -1.96972 0.49097 -0.1 0.0 -0.1
H -4.90711 1.72661 -1.36801 -0.1 0.1 0.1
S 0.31045 -4.94085 -2.69359 0.0 -0.2 -0.1
C 0.16704 -3.53655 -1.80690 0.4 1.0 0.6
S 1.33478 -2.26907 -1.96803 -0.4 0.0 -0.4
S -1.09334 -3.25860 -0.70392 0.6 1.9 -0.4
S 1.00600 1.85682 -1.15014 -1.1 -1.4 0.0
C 2.50434 1.26078 -0.60486 -0.1 0.1 0.2
N 2.84019 1.44315 0.70164 0.4 -0.3 -0.4
C 3.93182 0.87279 1.25704 0.3 0.0 0.0
C 4.78177 0.12451 0.49337 -0.1 0.1 -0.1
C 4.53519 0.00610 -0.88509 -0.2 0.2 0.3
C 3.40747 0.57350 -1.42723 0.3 -0.2 0.3
H 2.20719 1.99298 1.27335 -0.1 -0.1 -0.1
H 4.09126 1.04668 2.30904 -0.1 0.0 0.1
H 5.62891 -0.36364 0.94114 0.2 0.1 0.1
H 5.23068 -0.52544 -1.51252 0.1 -0.1 -0.1
H 3.17917 0.48596 -2.47614 -0.1 0.0 -0.1